[1]
C51H67BF3HfN7O5Sb | the ωB97M-V functional and the def2-TZVPD basis

Structure (XYZ):
```
136
Properties=species:S:1:pos:R:3:forces:R:3:lowdin_charge:R:1
Hf -0.284070 -1.008976 -0.136412 -0.095 0.083 -0.103 1.811
O -2.360551 -0.133091 -0.847390 0.053 -0.224 0.027 -0.196
C -2.812946 -0.702539 -2.099035 0.074 0.128 -0.101 -0.169
C -2.588349 -2.197740 -2.086372 0.014 0.134 0.040 -0.122
N -1.185294 -2.495724 -1.730763 0.281 -0.296 -0.012 -0.203
C -1.063310 -3.701581 -0.872856 0.190 0.045 0.025 -0.042
C -1.148507 -3.240101 0.593529 -0.912 -0.502 -0.528 -0.416
O 0.249879 -5.194374 1.058737 0.001 -0.042 0.038 0.026
O -2.003098 -2.248573 0.755777 0.000 -0.341 0.091 -0.132
C -0.268964 -2.437903 -2.889879 -0.002 0.085 -0.037 -0.042
C 0.455463 -1.093206 -2.998911 -0.227 0.242 0.171 -0.578
O 1.082315 -0.787888 -3.967190 0.105 -0.075 -0.040 0.134
O 0.320532 -0.324868 -1.906731 0.166 -0.257 -0.428 -0.242
H -2.918082 -0.502356 -0.142263 0.010 0.049 0.053 0.103
H -2.234567 -0.201697 -2.876212 0.022 0.000 0.023 0.099
H -3.864873 -0.463915 -2.252911 -0.008 0.029 0.008 0.137
H -2.842799 -2.629855 -3.058282 0.011 -0.004 -0.006 0.144
H -3.228019 -2.643541 -1.328516 -0.006 -0.028 -0.004 0.129
H -0.154566 -4.243257 -1.109043 0.019 0.008 -0.005 0.117
H -1.902121 -4.390759 -1.004910 -0.044 0.048 -0.032 0.159
H -0.781840 -2.611212 -3.836892 -0.056 -0.099 0.028 0.145
H 0.515913 -3.185458 -2.787119 -0.053 -0.067 0.021 0.119
C 3.199557 -2.972574 -1.982746 -0.011 -0.001 -0.002 -0.048
C 3.328843 -3.646115 -0.616573 -0.021 0.010 -0.069 -0.356
C 4.123689 -4.940295 -0.733756 -0.001 -0.009 0.015 -0.072
C 1.973895 -3.828021 0.021529 -0.169 -0.185 0.115 -0.265
C 1.513276 -5.006364 0.468820 0.036 0.014 0.012 -0.021
C -0.429571 -4.116426 1.562760 -0.443 0.508 -0.332 -0.319
C -1.034730 -4.331508 2.926624 0.157 -0.137 0.073 -0.315
C -2.260327 -5.230000 2.733393 0.005 0.021 -0.005 -0.019
C -0.042940 -4.950662 3.905304 0.005 0.040 0.023 -0.026
N 0.269374 -2.813315 1.259150 0.896 0.833 0.532 -0.009
N 1.219611 -2.677959 0.191680 -0.111 0.087 -0.324 -0.030
B 0.497081 -1.695627 2.467709 0.120 0.390 0.213 -0.417
N -0.737862 -0.742103 2.638671 0.277 -0.166 0.051 0.037
N -0.926135 0.197222 1.652921 -0.136 -0.317 0.181 -0.012
C -1.584576 1.223228 2.185767 0.070 0.007 0.079 -0.225
C -1.863061 0.937825 3.526266 -0.070 -0.021 -0.012 0.071
C -1.309608 -0.307501 3.778749 -0.003 0.032 0.005 -0.181
C -1.338341 -1.105286 5.047826 -0.015 0.076 0.039 -0.360
C -0.822197 -0.274157 6.223239 0.037 -0.038 0.014 -0.044
C -2.763517 -1.606957 5.305672 0.014 -0.062 0.009 -0.044
C -1.811901 2.485901 1.412285 -0.138 -0.039 -0.002 -0.380
C -3.293448 2.714503 1.116332 0.006 0.009 -0.014 -0.048
C -1.207250 3.676896 2.158351 0.016 0.001 -0.009 -0.044
N 1.648953 -0.773469 2.003037 -0.015 -0.044 -0.052 0.038
N 1.553890 -0.109244 0.805246 -0.025 -0.210 0.294 -0.009
C 2.619944 0.671482 0.687197 -0.058 0.130 -0.026 -0.224
C 3.419025 0.529616 1.829746 0.029 -0.066 -0.026 0.063
C 2.769547 -0.383554 2.641510 -0.039 0.033 0.079 -0.177
C 3.141255 -0.887198 4.005592 0.113 -0.087 -0.102 -0.359
C 3.962690 -2.174934 3.878320 -0.032 -0.035 0.046 -0.041
C 3.896901 0.177840 4.796037 0.015 -0.012 0.014 -0.058
C 2.825705 1.569822 -0.500873 0.075 -0.053 0.009 -0.352
C 3.517717 0.823708 -1.651557 0.010 0.008 -0.004 -0.035
C 3.630243 2.806059 -0.101185 -0.015 0.010 0.014 -0.065
H 4.184412 -2.758513 -2.398852 -0.004 0.001 0.002 0.094
H 2.681316 -3.629584 -2.687022 0.023 0.000 -0.004 0.088
H 2.662307 -2.026941 -1.914603 -0.001 0.001 0.014 0.045
H 3.872209 -2.956029 0.039521 -0.001 -0.013 0.022 0.141
H 3.613418 -5.658331 -1.380024 0.008 0.007 0.003 0.089
H 5.097792 -4.732965 -1.176425 -0.004 -0.003 -0.002 0.085
H 4.291447 -5.408367 0.236892 0.006 0.012 -0.005 0.082
H 2.053979 -5.935648 0.445313 -0.002 0.006 0.016 0.123
H -1.378179 -3.358420 3.284647 -0.012 0.011 -0.008 0.116
H -1.969696 -6.191043 2.306446 -0.003 -0.001 0.018 0.095
H -2.737704 -5.416714 3.694941 -0.001 -0.006 -0.006 0.091
H -2.994563 -4.761612 2.075165 0.002 0.002 0.011 0.088
H 0.303623 -5.914310 3.532663 -0.006 0.001 0.006 0.093
H 0.829334 -4.316539 4.068108 0.003 -0.016 -0.011 0.071
H -0.528406 -5.117789 4.867295 0.007 0.023 0.002 0.091
H 0.764264 -2.258807 3.472307 -0.038 -0.013 -0.023 0.110
H -2.397087 1.560903 4.224203 0.039 0.008 0.002 0.127
H -0.685521 -1.971621 4.928542 0.006 0.014 -0.041 0.110
H -1.480585 0.573985 6.418154 0.011 0.002 -0.005 0.084
H -0.782131 -0.882722 7.127243 -0.024 0.011 -0.002 0.088
H 0.179402 0.112676 6.028209 -0.006 -0.003 0.000 0.079
H -3.423850 -0.774992 5.555915 -0.006 -0.004 -0.031 0.087
H -3.173769 -2.113106 4.429586 0.003 0.000 0.004 0.080
H -2.771786 -2.308535 6.141129 -0.004 0.033 0.015 0.087
H -1.277698 2.371390 0.467082 -0.023 -0.001 -0.026 0.055
H -3.876032 2.738537 2.039347 0.002 0.019 -0.005 0.089
H -3.435276 3.667179 0.602288 0.001 -0.017 -0.010 0.085
H -3.696920 1.925547 0.479044 -0.013 -0.011 0.032 0.057
H -1.750473 3.877202 3.084129 0.011 -0.005 -0.003 0.085
H -0.160748 3.496971 2.409263 -0.007 0.002 -0.006 0.085
H -1.259961 4.570138 1.533733 -0.009 -0.002 0.013 0.081
H 4.344912 1.035844 2.040257 -0.037 0.035 0.023 0.120
H 2.218211 -1.122126 4.539769 -0.018 0.032 0.002 0.117
H 4.904091 -1.974544 3.363300 -0.014 -0.008 -0.013 0.090
H 4.194943 -2.578647 4.864873 0.004 0.008 -0.008 0.086
H 3.421506 -2.938378 3.314477 0.004 0.009 -0.005 0.073
H 4.872431 0.377969 4.348927 -0.010 0.007 0.000 0.083
H 3.341694 1.115529 4.836675 -0.001 -0.007 0.004 0.086
H 4.065403 -0.164654 5.817288 0.019 -0.004 -0.013 0.085
H 1.832816 1.886005 -0.838992 -0.015 0.016 -0.003 0.106
H 4.299803 0.165039 -1.267342 0.023 0.035 -0.010 0.089
H 2.813976 0.229922 -2.231808 0.002 -0.022 0.029 0.048
H 3.988105 1.536192 -2.331477 -0.035 -0.003 -0.021 0.085
H 4.670374 2.540791 0.100423 -0.013 0.002 0.023 0.087
H 3.633573 3.530353 -0.916413 0.027 -0.016 -0.002 0.069
H 3.221336 3.292256 0.785576 -0.013 0.007 -0.015 0.087
F -6.618554 4.041957 -4.954404 -0.001 0.003 0.002 0.073
C -5.428977 3.746524 -4.406908 -0.005 0.027 -0.026 -0.279
C -5.396269 2.986986 -3.257527 0.037 -0.033 0.019 -0.005
C -4.153508 2.686427 -2.708526 -0.033 -0.009 0.028 -0.136
C -2.972337 3.133095 -3.292939 -0.148 0.053 0.099 -0.405
C -3.054722 3.910848 -4.450951 -0.009 0.004 0.045 -0.114
C -4.280057 4.221698 -5.015547 0.003 0.002 -0.009 0.009
Sb -1.085994 2.654924 -2.416488 -0.057 0.072 -0.176 1.558
C -0.239130 2.213412 -4.330875 0.135 0.087 -0.044 -0.390
C 1.032022 2.631252 -4.712827 0.011 -0.040 0.017 -0.105
C 1.543428 2.327624 -5.967014 -0.012 -0.022 0.031 0.005
C 0.764843 1.586243 -6.831085 0.016 -0.004 -0.033 -0.277
F 1.243722 1.297808 -8.053446 0.012 -0.019 0.011 0.070
C -0.492564 1.133474 -6.486568 -0.005 -0.018 0.035 -0.001
C -0.984949 1.454301 -5.230632 -0.007 -0.019 0.015 -0.145
C -0.447614 4.674637 -2.162068 0.108 0.090 0.010 -0.382
C -1.365489 5.716175 -2.035496 0.005 -0.002 -0.047 -0.118
C -0.944773 7.018103 -1.798389 -0.020 -0.016 0.004 0.000
C 0.407785 7.262079 -1.673974 0.004 0.019 0.005 -0.281
F 0.822388 8.519486 -1.447341 0.003 0.003 0.004 0.071
C 1.350126 6.257185 -1.766051 0.001 -0.011 -0.008 -0.001
C 0.908336 4.964189 -2.004808 -0.009 -0.029 0.045 -0.136
H -6.321061 2.651563 -2.807708 0.003 -0.005 -0.008 0.121
H -4.118780 2.101853 -1.794826 0.015 0.008 -0.007 0.070
H -2.151625 4.285249 -4.919180 -0.001 -0.029 -0.007 0.114
H -4.358331 4.823641 -5.910914 -0.005 -0.004 0.002 0.126
H 1.650332 3.207809 -4.036288 -0.020 0.046 -0.018 0.084
H 2.525740 2.656827 -6.277773 -0.007 -0.001 0.002 0.124
H -1.067232 0.552708 -7.195564 0.001 0.010 0.000 0.122
H -1.984673 1.118920 -4.971241 -0.016 0.046 -0.008 0.095
H -2.427867 5.524525 -2.132646 0.010 -0.001 -0.036 0.095
H -1.646837 7.837079 -1.717299 0.003 -0.007 0.017 0.124
H 2.399647 6.492440 -1.650122 -0.004 0.000 -0.006 0.122
H 1.648739 4.173230 -2.061766 -0.010 0.001 0.014 0.069
```
Forces are in eV/Å.

Net charge: +1
LUMO (eV): -2.28
Kohn-Sham gap (eV): 8.0
HOMO level (eV): -10.291
Multiplicity: 1

[2]
C5H29NO11 | the ωB97M-V functional and the def2-TZVPD basis

Structure (XYZ):
```
46
Properties=species:S:1:pos:R:3:forces:R:3:lowdin_charge:R:1
N 1.020722 -3.267345 -0.890987 -1.949 -1.045 1.979 0.213
C 1.907106 -3.605471 0.207826 0.945 0.518 0.125 -0.122
C 1.699912 -2.556962 1.260656 -1.307 0.684 0.275 -0.113
C 0.188091 -2.171984 1.040237 1.862 0.515 1.671 -0.091
C -0.016444 -2.306100 -0.457281 0.383 -0.737 0.053 -0.169
C 0.241412 -0.936737 -1.124832 0.116 0.511 -0.416 -0.142
O -0.489684 -0.009282 -0.998328 -0.050 -0.276 -0.342 0.107
H 0.619694 -4.106381 -1.317230 0.462 0.342 -0.980 0.182
H 1.621797 -4.587310 0.592924 -0.255 -0.314 -0.214 0.165
H 2.928500 -3.723494 -0.131691 0.383 -0.108 -0.304 0.147
H 2.304015 -1.657295 1.181961 0.273 -0.147 -0.410 0.110
H 1.809935 -2.914937 2.278773 0.221 -0.295 -0.051 0.133
H 0.119265 -1.153789 1.400370 -0.408 0.398 -0.339 0.107
H -0.394292 -2.749092 1.756108 -0.627 -0.463 -0.839 0.139
H -0.990879 -2.717175 -0.714442 -0.125 0.262 -0.441 0.181
H 1.173240 -0.852306 -1.696150 0.100 0.047 -0.118 0.127
H -2.428394 2.533457 0.371672 0.145 0.362 0.391 -0.012
H -3.734887 2.996732 1.086703 0.077 0.184 0.035 0.066
O -3.383240 2.690836 0.246395 -0.165 -0.262 -0.234 -0.055
H 3.016894 0.663965 -2.393406 -0.122 0.471 -0.019 0.017
H 2.091000 1.949896 -2.072470 0.205 -0.175 -0.235 0.031
O 2.670845 1.249135 -1.695224 -0.080 -0.307 0.332 -0.074
H 1.923019 0.813992 -0.245012 0.026 0.467 0.110 0.017
H 2.127819 0.822909 1.281072 0.221 0.312 0.396 0.076
O 1.439220 0.758033 0.622135 0.184 -0.602 -0.319 -0.067
H 2.778080 -0.951314 -4.114805 0.073 -0.082 -0.111 0.070
H 3.427165 -1.534716 -2.839266 0.111 -0.383 -0.005 0.038
O 3.452761 -0.796236 -3.445387 -0.111 0.320 -0.031 -0.020
H -1.873665 1.512640 3.965724 -0.103 -0.103 0.161 0.045
H -1.817416 0.307260 3.024452 -0.294 0.040 0.473 -0.022
O -1.260072 0.944997 3.494073 0.502 0.350 -0.274 -0.062
H -1.989837 0.054732 -0.086853 -0.444 0.309 -0.078 -0.009
H -3.207449 0.880881 0.429392 -0.088 -0.143 -0.399 0.021
O -2.919558 -0.018202 0.174708 0.180 -0.458 0.301 -0.067
H 0.085731 3.423624 -2.536206 0.070 0.116 0.305 0.034
H 0.086294 1.908166 -2.418175 -0.167 0.049 0.008 0.027
O 0.623681 2.639192 -2.739855 0.034 -0.222 -0.198 -0.050
H -0.737549 2.679397 1.828628 0.147 -0.401 0.291 0.057
H -0.053755 1.797201 0.733548 0.082 0.258 0.326 0.016
O -0.748336 2.464192 0.893100 -0.087 0.157 -0.454 -0.059
H -1.883888 3.854327 -1.265821 -0.274 0.072 0.182 0.030
H -0.740116 4.372966 -0.386140 -0.022 -0.231 0.043 0.039
O -1.065182 4.355181 -1.291261 0.153 0.264 -0.480 -0.042
H -3.930337 -1.151627 2.522759 -0.184 -0.019 0.430 0.061
H -2.701505 -0.865231 1.770250 -0.286 0.061 0.241 0.000
O -2.989717 -1.040727 2.697347 0.193 -0.298 -0.835 -0.083
```
Forces are in eV/Å.

Energy above the lowest of the compared OMol25 structures with the same formula, charge and spin (kJ/mol): 28.9
Net charge: +1
LUMO (alpha / beta) (eV): -3.88 / -8.73
Kohn-Sham gap (alpha / beta) (eV): 9.5 / 4.7
HOMO level (alpha / beta) (eV): -13.400 / -13.400
Multiplicity: 2
Expectation value of S²: 0.7545

no.,total energy (eV)
1,-91314.711
2,-29660.161